30
Properties=species:S:1:pos:R:3:mulliken_charge:R:1 method="wB97M-V/def2-TZVPD" lumo_ha=-0.0094 homo_ev=-10.85 spin_multiplicity=1 charge=0
N -1.08484 1.08135 0.06516 -0.12
H -1.07149 2.06724 0.37424 0.46
H -0.19750 0.57531 0.19778 0.22
H -1.26548 1.00405 -0.94163 0.23
H -1.83950 0.51412 0.50534 0.41
P -1.56240 -0.87479 -2.91098 1.23
F -1.86799 -0.12067 -4.32625 -0.37
F -2.83322 -1.85351 -3.14401 -0.36
F -0.54413 -1.83030 -3.69858 -0.36
F -1.25015 -1.63223 -1.51222 -0.35
F -0.34822 0.16745 -2.57311 -0.37
F -2.56632 0.16831 -2.15256 -0.41
C 3.52912 -1.18242 0.54330 -1.40
C 2.02952 -0.94731 0.77672 0.63
C 1.79138 -0.40887 2.17731 -1.33
O 1.48268 -0.11051 -0.23191 -0.61
H 4.11749 -0.26765 0.49855 0.34
H 3.63076 -1.65366 -0.44013 0.40
H 3.92452 -1.88221 1.27869 0.38
H 1.50839 -1.91102 0.70875 0.21
H 0.79910 0.02809 2.32805 0.36
H 2.51736 0.35171 2.46991 0.30
H 1.86210 -1.23830 2.88021 0.37
H 1.59273 -0.52381 -1.09668 0.26
O -3.01983 -0.44702 1.45485 -0.63
H -3.68414 -1.00251 1.02343 0.29
H -3.25491 -0.44763 2.39012 0.28
O -0.82792 3.78351 0.93084 -0.64
H -1.09914 4.65315 0.61183 0.29
H -0.46800 3.94013 1.81300 0.30